# C2H4N4O2

A molecular structure, C2H4N4O2 at a distorted geometry (ωB97M-V/def2-TZVPD, OMol25).

HOMO level   -8.8612 eV
LUMO   0.29 eV

CARTESIAN COORDINATES (ANGSTROEM)
1 C 1.29 -0.20 -0.22
2 C -0.82 0.74 0.03
3 H 2.95 0.87 0.38
4 H 3.02 -0.91 1.04
5 H -2.24 -1.77 -0.90
6 H -2.93 -0.56 0.62
7 N 2.75 -0.09 0.18
8 N 0.44 -1.14 -0.09
9 N -0.72 -0.60 -0.13
10 N -1.91 -1.36 0.22
11 O -1.50 1.71 0.17
12 O 0.56 0.96 -0.32

# C4H17NO3PZn

A molecular structure, C4H17NO3PZn at a distorted geometry (ωB97M-V/def2-TZVPD, OMol25).

HOMO level   -0.1253 eV
Charge   -1
LUMO   3.20 eV

CARTESIAN COORDINATES (ANGSTROEM)
1 C -1.70 0.44 -3.37
2 Zn -1.18 0.08 -1.54
3 N 0.50 -1.58 -2.11
4 H -2.09 -0.95 -0.52
5 H -0.06 1.06 -1.12
6 H -1.94 1.48 -3.19
7 H -2.49 -0.18 -3.73
8 H -0.80 0.40 -3.98
9 H 0.09 -2.48 -2.01
10 H 1.21 -1.45 -1.38
11 H 0.92 -1.46 -3.03
12 C 1.33 -1.72 1.80
13 O 1.01 -1.06 0.55
14 P 0.18 0.33 0.36
15 O -0.38 0.66 1.82
16 C -1.49 0.03 2.51
17 O 1.25 1.52 0.11
18 C 1.58 2.55 0.98
19 H 1.85 -1.05 2.49
20 H 2.00 -2.55 1.55
21 H 0.42 -2.14 2.26
22 H -2.20 -0.41 1.79
23 H -1.14 -0.74 3.20
24 H -2.00 0.83 3.08
25 H 0.74 3.19 1.25
26 H 2.06 2.09 1.84
27 H 2.32 3.12 0.41

# C9H8O2S

2 unconnected molecules or ions with the total composition C9H8O2S at a distorted geometry (ωB97M-V/def2-TZVPD, OMol25).

HOMO level   -8.6478 eV
LUMO   -0.32 eV

CARTESIAN COORDINATES (ANGSTROEM)
1 C -2.69 1.82 1.72
2 C -1.96 1.78 0.77
3 C 1.16 0.88 -1.23
4 C 2.41 0.85 -0.76
5 C 0.85 1.64 0.89
6 C 0.23 1.38 -0.26
7 C 0.49 -1.93 -0.49
8 C -0.69 -1.36 -0.36
9 C -1.28 1.56 -0.45
10 O 1.33 -1.83 0.58
11 O -1.77 1.62 -1.57
12 S 2.57 1.44 0.78
13 H -3.26 2.09 2.56
14 H 0.69 0.52 -2.08
15 H 3.26 0.71 -1.41
16 H 0.51 1.84 1.80
17 H 0.89 -2.32 -1.35
18 H -1.09 -0.92 0.57
19 H -1.48 -1.36 -1.10
20 H 0.82 -1.54 1.34

What did we get for ΔE to the lowest compared entry with this formula, charge and spin? Answer: 448.4, 219.1, 386.2 kJ/mol, in the order shown.